# C44H97N5O5

A cluster of 8 separate species, C44H97N5O5 in total at a distorted geometry (ωB97M-V with the def2-TZVPD basis set, OMol25).

Geometry (Å):
O: -0.756 -0.604 2.528
H: -0.254 -0.176 1.925
C: -4.885 0.755 5.305
C: -4.221 0.320 3.961
C: -5.251 0.110 2.915
N: -4.726 -0.526 1.625
C: -3.739 0.417 0.953
C: -5.749 -1.019 0.638
C: -4.970 -1.952 -0.326
C: -3.888 -2.516 0.562
C: -3.917 -1.825 1.907
H: -4.066 0.932 5.991
H: -5.582 0.054 5.800
H: -5.357 1.750 5.201
H: -3.551 -0.543 3.999
H: -3.509 1.115 3.605
H: -5.800 1.023 2.620
H: -6.031 -0.584 3.247
H: -3.388 -0.031 -0.017
H: -2.954 0.582 1.717
H: -4.165 1.388 0.741
H: -6.224 -0.204 0.073
H: -6.433 -1.543 1.300
H: -4.680 -1.385 -1.200
H: -5.737 -2.639 -0.568
H: -2.923 -2.332 0.065
H: -4.100 -3.617 0.625
H: -2.910 -1.497 2.269
H: -4.468 -2.295 2.733
C: -1.817 -4.694 4.176
C: -0.847 -3.979 5.112
C: 0.147 -3.055 4.393
N: 0.845 -2.063 5.263
C: 1.589 -2.781 6.304
C: -0.104 -0.988 5.891
C: 0.740 0.213 6.080
C: 1.861 0.050 5.075
C: 1.690 -1.244 4.373
H: -2.583 -5.194 4.738
H: -1.323 -5.501 3.520
H: -2.324 -4.039 3.484
H: -0.332 -4.676 5.722
H: -1.517 -3.355 5.780
H: -0.286 -2.480 3.539
H: 0.905 -3.741 4.029
H: 2.097 -3.636 5.985
H: 0.910 -3.194 7.070
H: 2.274 -2.088 6.901
H: -0.501 -1.482 6.801
H: -0.882 -0.904 5.112
H: 1.114 0.164 7.090
H: 0.143 1.089 5.941
H: 2.854 0.179 5.465
H: 1.887 0.847 4.268
H: 2.579 -1.773 4.084
H: 1.028 -1.065 3.495
C: -1.266 -4.057 -2.952
C: -0.368 -2.811 -3.277
C: 0.907 -2.746 -2.482
N: 0.901 -2.420 -0.920
C: 0.747 -0.914 -0.892
C: 2.156 -2.880 -0.128
C: 1.957 -4.368 0.167
C: 0.408 -4.516 0.261
C: -0.162 -3.150 -0.017
H: -0.607 -4.932 -3.034
H: -2.051 -4.224 -3.705
H: -1.740 -4.082 -1.952
H: -0.860 -1.850 -3.353
H: 0.043 -3.083 -4.265
H: 1.553 -1.989 -2.854
H: 1.471 -3.700 -2.636
H: -0.118 -0.737 -1.558
H: 1.685 -0.512 -1.276
H: 0.582 -0.602 0.156
H: 2.107 -2.241 0.790
H: 3.012 -2.638 -0.741
H: 2.562 -4.719 0.972
H: 2.365 -4.840 -0.753
H: 0.096 -4.902 1.221
H: 0.071 -5.259 -0.477
H: -0.284 -2.482 0.868
H: -1.157 -3.150 -0.496
C: 0.037 0.825 -6.444
C: 1.489 0.741 -5.917
C: 1.817 1.750 -4.856
N: 3.257 2.088 -4.800
C: 3.987 0.860 -4.366
C: 3.582 3.194 -3.792
C: 4.951 3.717 -4.180
C: 5.058 3.380 -5.683
C: 3.751 2.668 -6.093
H: -0.601 0.989 -5.589
H: -0.270 -0.150 -6.860
H: -0.166 1.520 -7.243
H: 2.168 0.825 -6.782
H: 1.677 -0.266 -5.622
H: 1.466 1.441 -3.894
H: 1.322 2.707 -5.121
H: 3.810 0.558 -3.287
H: 5.029 1.015 -4.411
H: 3.871 -0.003 -5.062
H: 3.538 2.599 -2.879
H: 2.756 3.952 -3.840
H: 5.710 3.308 -3.547
H: 4.960 4.751 -4.036
H: 5.868 2.688 -5.971
H: 5.223 4.298 -6.305
H: 3.905 1.901 -6.878
H: 2.929 3.318 -6.430
C: -1.045 5.668 -2.592
C: -0.222 4.662 -1.852
C: -0.902 4.053 -0.539
N: 0.082 3.314 0.339
C: 0.558 2.137 -0.408
C: -0.379 3.007 1.696
C: 0.845 2.409 2.408
C: 1.981 3.337 1.887
C: 1.322 4.082 0.711
H: -1.357 6.502 -2.030
H: -1.803 5.222 -3.204
H: -0.401 6.090 -3.384
H: 0.687 5.188 -1.540
H: 0.036 3.888 -2.647
H: -1.540 3.282 -0.916
H: -1.442 4.766 0.049
H: 1.084 2.417 -1.285
H: -0.373 1.582 -0.775
H: 1.342 1.533 0.055
H: -1.267 2.419 1.690
H: -0.620 3.923 2.235
H: 1.114 1.390 2.137
H: 0.730 2.527 3.504
H: 2.843 2.776 1.493
H: 2.300 4.144 2.527
H: 1.983 4.148 -0.120
H: 1.018 5.139 0.919
C: 5.069 -0.016 -0.376
C: 3.710 0.546 -0.422
O: 3.191 0.920 -1.547
O: 3.099 0.620 0.686
H: 5.154 -0.639 0.530
H: 5.964 0.600 -0.352
H: 5.290 -0.687 -1.198
C: -3.163 0.755 -3.972
C: -2.116 0.540 -2.884
O: -0.923 1.018 -2.947
O: -2.573 -0.160 -1.935
H: -2.904 1.397 -4.839
H: -3.992 1.082 -3.358
H: -3.426 -0.221 -4.407

Forces on atoms 1 to 2 (eV/Å):
-2.63 -2.53 3.19
2.33 2.23 -3.01

Calculated total energy: -2384.0306 a.u.
Charge: +2
Kohn-Sham gap: 8.717 eV
M: 776.29 g/mol
Highest occupied orbital energy: -11.94 eV

Atom charges from the Mulliken analysis, given in e for atoms 1 to 2: number 1, O, carries 0.0245; number 2, H, carries -1.1968